Entry 1:
Formula: C12H13CdF6N3O5S2
Source: the OMol25 dataset
Level of theory: ωB97M-V/def2-TZVPD

Geometry as XYZ:
```
42
Properties=species:S:1:pos:R:3
Cd 1.131 1.065 -0.022
C 0.324 2.667 1.213
C -0.993 2.984 0.672
C -0.894 4.100 -0.106
C 0.461 4.582 -0.058
C 1.189 3.764 0.759
H 0.409 2.302 2.235
H -1.888 2.405 0.863
H -1.693 4.551 -0.680
H 0.835 5.447 -0.589
H 2.223 3.892 1.050
F 3.202 1.150 2.303
C 4.402 1.260 1.728
F 4.650 2.539 1.482
F 5.326 0.767 2.533
S 4.409 0.333 0.142
O 3.304 0.909 -0.637
O 5.719 0.496 -0.379
N 4.123 -1.149 0.597
S 2.730 -1.855 0.426
O 1.584 -1.012 0.792
O 2.754 -3.160 0.991
C 2.545 -2.143 -1.413
F 1.901 -3.289 -1.595
F 1.837 -1.160 -1.971
F 3.733 -2.197 -1.990
N -0.689 0.191 -1.221
C -1.576 -0.442 -0.827
N -2.577 -1.163 -0.392
C -3.949 -0.652 -0.311
C -4.868 -1.659 -0.977
O -4.699 -2.951 -0.419
C -3.378 -3.435 -0.602
C -2.381 -2.535 0.100
H -4.005 0.316 -0.803
H -4.222 -0.536 0.740
H -4.668 -1.684 -2.055
H -5.907 -1.378 -0.815
H -3.140 -3.486 -1.671
H -3.344 -4.438 -0.181
H -1.355 -2.848 -0.089
H -2.564 -2.548 1.176
```

Its total charge is 0. As for the total energy: -69899.820 eV. For the LUMO energy, the calculation gives 0.2 eV. The value obtained for the HOMO energy is -0.29693 Ha. The calculation puts the energy relative to the best compared isomer or geometry (same formula, charge and spin) at 0.183 eV.

---

Entry 2:
Formula: C23H46IrN7O6P
Source: the OMol25 dataset
Level of theory: ωB97M-V/def2-TZVPD

Geometry as XYZ:
```
84
Properties=species:S:1:pos:R:3
Ir -0.199 -0.450 -0.266
O 0.004 1.916 -0.177
C 1.351 2.294 -0.546
C 2.346 1.519 0.302
N 2.231 0.059 0.188
C 2.390 -0.622 1.470
C 1.185 -0.398 2.402
O 1.273 -0.522 3.594
O 0.068 -0.075 1.770
C 2.894 -0.534 -0.967
C 1.993 -0.686 -2.196
O 2.382 -1.222 -3.202
O 0.777 -0.197 -2.046
H -0.097 2.080 0.772
H 1.439 2.064 -1.603
H 1.492 3.366 -0.404
H 3.360 1.837 0.033
H 2.200 1.777 1.353
H 2.489 -1.693 1.284
H 3.286 -0.296 2.007
H 3.765 0.053 -1.278
H 3.259 -1.527 -0.704
O -2.440 -0.060 -0.069
P -3.889 0.235 -0.161
N -4.779 -1.133 -0.199
C -6.249 -1.216 -0.418
C -6.633 -2.580 0.154
C -5.354 -3.400 0.015
C -4.266 -2.401 0.376
N -4.291 0.902 1.378
C -3.626 0.446 2.601
C -4.278 1.262 3.711
C -5.690 1.511 3.180
C -5.457 1.727 1.689
N -4.489 1.272 -1.232
C -4.682 0.816 -2.655
C -4.296 2.034 -3.491
C -3.284 2.773 -2.622
C -3.896 2.656 -1.237
H -6.453 -1.153 -1.488
H -6.762 -0.384 0.064
H -7.474 -3.010 -0.383
H -6.918 -2.488 1.204
H -5.225 -3.734 -1.016
H -5.332 -4.274 0.663
H -3.277 -2.622 -0.019
H -4.182 -2.309 1.466
H -2.544 0.545 2.490
H -3.835 -0.628 2.708
H -3.742 2.203 3.839
H -4.261 0.734 4.661
H -6.172 2.370 3.640
H -6.330 0.641 3.335
H -5.178 2.765 1.461
H -6.280 1.478 1.019
H -5.716 0.513 -2.812
H -4.030 -0.034 -2.870
H -5.172 2.662 -3.657
H -3.904 1.744 -4.463
H -3.146 3.810 -2.919
H -2.311 2.275 -2.642
H -4.696 3.382 -1.083
H -3.161 2.770 -0.438
C -1.351 -2.467 -2.863
N -0.311 -3.367 -2.384
C 0.575 -3.861 -3.444
C -0.002 -3.514 -1.082
N -0.198 -2.535 -0.178
N 0.585 -4.664 -0.691
C 0.287 -5.954 -1.312
C 1.294 -4.745 0.579
H -1.922 -2.987 -3.635
H -0.925 -1.559 -3.283
H -2.030 -2.213 -2.049
H 0.890 -3.007 -4.044
H 0.064 -4.587 -4.078
H 1.459 -4.316 -3.011
H -0.131 -2.878 0.772
H -0.438 -5.832 -2.108
H -0.131 -6.619 -0.555
H 1.190 -6.410 -1.717
H 0.619 -4.937 1.418
H 1.856 -3.832 0.764
H 2.004 -5.568 0.524
```

Its total charge is +2. As for the total energy: -59426.095 eV. Its multiplicity is 6. For the LUMO energy (alpha / beta), the calculation gives -4.4 / -8.9 eV. As for the expectation value of S²: 8.766. The value obtained for the HOMO energy (alpha / beta) is -0.46726 / -0.52065 Ha. The calculation puts the energy relative to the best compared isomer or geometry (same formula, charge and spin) at 0.164 eV.

---

Entry 3:
Formula: C30H52INO14P
Source: the OMol25 dataset
Level of theory: ωB97M-V/def2-TZVPD

Geometry as XYZ:
```
99
Properties=species:S:1:pos:R:3
C -5.399 -3.555 3.149
C -3.918 -3.245 3.044
O -3.345 -3.777 1.846
C -3.389 -2.940 0.716
C -1.985 -2.691 0.145
C -1.350 -1.305 0.123
C -2.110 -0.205 -0.636
C -2.918 0.792 0.208
C -2.173 1.928 0.954
I -0.055 1.889 0.895
C 0.039 -1.591 -0.488
N 0.245 -3.091 -0.237
C -0.850 -3.537 0.728
P -0.128 -3.192 2.401
O 1.178 -2.543 2.199
O -0.057 -4.633 3.060
O -1.167 -2.463 3.333
H -5.571 -4.580 3.469
H -5.911 -3.365 2.206
H -5.848 -2.905 3.902
H -3.763 -2.158 3.083
H -3.360 -3.678 3.871
H -3.967 -3.441 -0.065
H -3.913 -2.004 0.929
H -2.025 -2.994 -0.911
H -1.137 -0.939 1.135
H -1.416 0.331 -1.283
H -2.825 -0.704 -1.302
H -3.662 1.245 -0.447
H -3.489 0.236 0.958
H -2.491 2.897 0.582
H -2.385 1.919 2.019
H 0.050 -1.465 -1.567
H 0.823 -1.030 0.002
H 1.193 -3.342 0.040
H 0.048 -3.561 -1.119
H -0.974 -4.617 0.669
H 0.844 -4.818 3.372
H -1.648 -1.725 2.936
O 3.429 -1.248 0.082
C 3.845 -2.336 0.359
O 3.643 -3.409 -0.447
C 4.177 -4.605 0.167
C 5.200 -4.111 1.182
C 4.604 -2.766 1.598
H 3.352 -5.141 0.645
H 4.591 -5.231 -0.617
H 5.353 -4.809 2.001
H 6.160 -3.952 0.690
H 3.890 -2.852 2.421
H 5.344 -2.014 1.859
O 5.965 3.773 -3.548
C 5.718 2.845 -2.843
O 4.459 2.583 -2.402
C 4.460 1.472 -1.495
C 5.729 0.690 -1.825
C 6.670 1.803 -2.280
H 4.466 1.853 -0.472
H 3.553 0.895 -1.650
H 6.094 0.106 -0.983
H 5.536 0.008 -2.654
H 7.211 2.257 -1.448
H 7.384 1.501 -3.042
O -3.015 6.451 -0.642
C -2.521 5.727 -1.450
O -2.309 4.405 -1.188
C -1.622 3.775 -2.285
C -1.904 4.660 -3.495
C -2.023 6.039 -2.847
H -0.559 3.728 -2.040
H -2.010 2.761 -2.378
H -1.137 4.584 -4.261
H -2.860 4.381 -3.941
H -1.056 6.538 -2.756
H -2.718 6.706 -3.347
O -1.729 4.566 4.838
C -1.293 3.507 5.155
O -1.400 2.414 4.340
C -0.884 1.247 4.994
C 0.065 1.772 6.068
C -0.588 3.103 6.436
H -1.723 0.691 5.424
H -0.386 0.629 4.247
H 0.185 1.083 6.900
H 1.048 1.953 5.631
H -1.344 2.994 7.215
H 0.114 3.876 6.732
O -0.008 3.214 -6.211
C -0.378 2.150 -5.829
O -0.714 1.940 -4.521
C -1.037 0.563 -4.303
C -1.414 0.011 -5.676
C -0.541 0.856 -6.602
H -0.155 0.067 -3.885
H -1.850 0.514 -3.580
H -1.256 -1.062 -5.762
H -2.467 0.215 -5.876
H 0.451 0.426 -6.748
H -0.985 1.055 -7.572
```

Its total charge is +1. As for the total energy: -79495.510 eV. For the LUMO energy, the calculation gives -3.0 eV. The value obtained for the HOMO energy is -0.42343 Ha.

---

Entry 4:
Formula: C16H14N7O7Pt
Source: the OMol25 dataset
Level of theory: ωB97M-V/def2-TZVPD

Geometry as XYZ:
```
45
Properties=species:S:1:pos:R:3
Pt -0.299 0.493 0.061
C -4.028 1.912 1.876
C -3.955 3.284 1.697
C -2.877 3.828 1.009
C -1.885 2.990 0.541
N -1.951 1.664 0.756
C -3.002 1.126 1.387
C -0.710 3.432 -0.237
C -0.432 4.744 -0.567
C 0.693 5.033 -1.326
C 1.516 4.000 -1.754
C 1.186 2.709 -1.401
N 0.104 2.439 -0.652
H -4.866 1.451 2.380
H -4.737 3.929 2.076
H -2.826 4.893 0.838
H -3.022 0.049 1.485
H -1.085 5.542 -0.245
H 0.919 6.057 -1.593
H 2.395 4.186 -2.355
H 1.780 1.866 -1.731
N 2.452 0.822 2.157
N 1.284 0.264 2.423
H 3.153 0.214 1.731
H 2.754 1.635 2.688
H 0.777 0.666 3.210
H 1.324 -0.758 2.405
O -0.001 -6.684 -2.779
N 0.945 -6.396 -2.091
O 1.908 -7.057 -1.803
C 0.913 -5.025 -1.510
C -0.226 -4.227 -1.752
C -0.282 -2.998 -1.183
C 0.810 -2.478 -0.364
O 0.816 -1.343 0.138
C 1.951 -3.371 -0.167
C 2.008 -4.599 -0.736
N 3.101 -2.945 0.687
O 2.970 -1.931 1.367
O 4.061 -3.647 0.668
N -1.499 -2.187 -1.420
O -1.689 -1.164 -0.724
O -2.275 -2.569 -2.228
H -1.035 -4.600 -2.371
H 2.864 -5.250 -0.591
```

Its total charge is +3. As for the total energy: -44787.910 eV. Its multiplicity is 5. For the LUMO energy (alpha / beta), the calculation gives -10.5 / -13.4 eV. As for the expectation value of S²: 6.042. The value obtained for the HOMO energy (alpha / beta) is -0.66911 / -0.66885 Ha. The calculation puts the energy relative to the best compared isomer or geometry (same formula, charge and spin) at 2.040 eV.

---

What is the total charge in the second record?
+2